# 1
A cluster of 2 separate species, C36H50N2O3 in total. Source: the Open Molecules 2025 dataset; level of theory: ωB97M-V with the def2-TZVPD basis set.

As for the HOMO-LUMO gap: 3.8 eV. Its energy above the lowest of the compared OMol25 structures with the same formula, charge and spin is 0.00 kJ/mol. For the LUMO energy, the calculation gives -1.90 eV.

Positions of all 91 atoms, in Å:
C  -0.110  -0.527  4.161
C  0.306  0.234  2.926
O  0.769  -0.777  1.991
C  1.288  -0.338  0.815
C  1.983  -1.432  0.150
C  2.659  -1.258  -1.112
O  3.742  -1.844  -1.320
C  2.052  -0.431  -2.216
C  2.582  0.989  -2.314
C  4.121  1.100  -2.397
C  4.770  1.863  -1.227
C  5.805  1.083  -0.398
C  5.588  1.176  1.114
C  4.430  0.323  1.643
C  4.683  -1.178  1.649
C  3.510  -2.046  2.149
C  2.504  -2.507  1.064
O  1.184  0.838  0.474
H  -1.016  -0.081  4.584
H  -0.292  -1.587  3.948
H  0.692  -0.471  4.907
H  -0.535  0.784  2.473
H  1.140  0.921  3.147
H  2.218  -0.958  -3.163
H  0.975  -0.393  -2.049
H  2.151  1.453  -3.215
H  2.182  1.525  -1.444
H  4.547  0.094  -2.488
H  4.364  1.629  -3.331
H  5.264  2.751  -1.649
H  3.985  2.254  -0.567
H  5.830  0.033  -0.714
H  6.798  1.496  -0.616
H  6.511  0.886  1.628
H  5.375  2.215  1.393
H  4.232  0.628  2.683
H  3.507  0.558  1.089
H  4.987  -1.526  0.652
H  5.527  -1.356  2.334
H  3.950  -2.966  2.562
H  2.974  -1.535  2.964
H  1.642  -2.995  1.540
H  3.018  -3.240  0.430
C  -1.661  3.761  -4.626
N  -1.316  2.361  -4.741
C  -0.501  2.091  -5.905
C  -0.467  0.610  -6.239
C  -0.071  -0.207  -5.013
C  -0.885  0.160  -3.816
C  -1.539  1.431  -3.769
C  -2.459  1.650  -2.710
C  -2.557  0.756  -1.670
C  -1.646  -0.348  -1.523
C  -1.409  -1.050  -0.310
C  -2.302  -0.905  0.816
C  -2.924  -2.000  1.488
C  -3.919  -1.826  2.447
C  -4.227  -0.514  2.911
N  -5.010  -0.323  4.014
C  -5.182  0.992  4.590
C  -5.458  -1.416  4.844
C  -5.769  -2.644  4.004
C  -4.597  -2.999  3.082
C  -3.632  0.583  2.247
C  -2.683  0.395  1.268
C  -0.989  -0.714  -2.742
H  -2.264  3.959  -3.743
H  -0.747  4.370  -4.554
H  -2.206  4.081  -5.527
H  -0.915  2.664  -6.748
H  0.522  2.477  -5.724
H  -1.464  0.297  -6.577
H  0.246  0.440  -7.051
H  -0.212  -1.274  -5.225
H  1.006  -0.070  -4.807
H  -3.114  2.521  -2.744
H  -3.334  0.922  -0.932
H  -0.695  -1.877  -0.304
H  -2.644  -3.018  1.196
H  -5.707  1.664  3.897
H  -5.783  0.893  5.503
H  -4.219  1.457  4.844
H  -4.684  -1.655  5.597
H  -6.349  -1.077  5.390
H  -5.992  -3.483  4.672
H  -6.665  -2.425  3.408
H  -4.947  -3.690  2.306
H  -3.855  -3.559  3.670
H  -3.900  1.596  2.547
H  -2.218  1.271  0.815
H  -0.548  -1.716  -2.811

Atomic partial charges in e from the Mulliken method, atoms 1 to 2: -1.218 -0.114


# 2
A structure of composition C36H52BKN14S2. Source: the Open Molecules 2025 dataset; level of theory: ωB97M-V with the def2-TZVPD basis set.

As for the HOMO-LUMO gap: 7.5 eV. Its energy above the lowest of the compared OMol25 structures with the same formula, charge and spin is 110.20 kJ/mol. For the LUMO energy, the calculation gives 0.07 eV.

Positions of all 106 atoms, in Å:
K  0.343  0.968  0.072
C  4.594  -2.294  2.214
C  4.073  -1.391  1.144
C  4.851  -0.582  0.344
C  3.943  0.178  -0.412
N  2.706  -0.155  -0.097
N  2.767  -1.142  0.855
B  1.306  -1.630  1.229
N  0.830  -1.186  2.671
N  -0.041  -0.127  2.595
C  -0.442  0.139  3.828
C  0.165  -0.749  4.735
C  0.960  -1.571  3.965
C  1.805  -2.699  4.463
C  -1.461  1.228  4.094
C  -1.754  1.309  5.591
C  -0.940  2.585  3.606
C  -2.754  0.887  3.340
N  0.845  -3.050  0.715
N  -0.239  -2.927  -0.121
C  -0.586  -4.141  -0.494
C  0.266  -5.096  0.084
C  1.159  -4.372  0.840
C  2.298  -4.983  1.588
C  -1.775  -4.332  -1.410
C  -3.031  -3.829  -0.691
C  -1.565  -3.523  -2.697
C  -1.944  -5.810  -1.753
C  4.196  1.241  -1.462
C  5.697  1.408  -1.680
C  3.594  2.578  -1.005
C  3.531  0.816  -2.778
H  5.682  -2.251  2.196
H  4.302  -3.328  2.080
H  4.278  -1.975  3.208
H  5.929  -0.538  0.348
H  0.647  -0.946  0.552
H  0.056  -0.799  5.808
H  2.274  -2.419  5.406
H  2.591  -2.962  3.766
H  1.202  -3.591  4.645
H  -0.850  1.558  6.155
H  -2.145  0.360  5.972
H  -2.498  2.085  5.785
H  -0.012  2.859  4.119
H  -1.684  3.366  3.801
H  -0.735  2.564  2.534
H  -3.160  -0.071  3.677
H  -2.550  0.808  2.271
H  -3.509  1.664  3.505
H  0.253  -6.171  -0.020
H  2.112  -6.052  1.677
H  2.418  -4.587  2.591
H  3.237  -4.869  1.052
H  -2.914  -2.779  -0.423
H  -3.200  -4.392  0.231
H  -3.913  -3.951  -1.332
H  -1.430  -2.465  -2.460
H  -2.425  -3.640  -3.369
H  -0.670  -3.862  -3.226
H  -2.102  -6.408  -0.851
H  -1.062  -6.198  -2.269
H  -2.809  -5.949  -2.408
H  6.194  1.734  -0.762
H  5.882  2.160  -2.451
H  6.156  0.469  -2.002
H  4.024  2.896  -0.051
H  2.514  2.488  -0.866
H  3.784  3.356  -1.752
H  3.954  -0.124  -3.142
H  3.679  1.585  -3.544
H  2.460  0.665  -2.628
N  -1.828  3.526  -1.671
C  -0.929  4.138  -0.856
N  -0.132  3.518  -0.031
C  0.670  4.427  0.649
C  0.487  5.725  0.323
S  -0.742  5.869  -0.876
C  1.602  3.933  1.674
C  2.261  4.719  2.553
S  3.210  3.746  3.609
C  2.617  2.324  2.786
N  1.800  2.566  1.802
N  3.043  1.096  3.171
H  -2.084  2.568  -1.453
H  -2.543  4.091  -2.092
H  0.993  6.597  0.706
H  2.227  5.791  2.666
H  3.395  0.984  4.104
H  2.554  0.305  2.773
N  -4.113  -0.560  -2.160
C  -4.815  -0.272  -1.013
C  -4.049  0.629  -0.341
N  -2.891  0.888  -1.042
C  -2.956  0.148  -2.123
C  -1.923  0.114  -3.155
N  -0.722  0.604  -3.002
C  -0.073  0.392  -4.195
C  -0.892  -0.260  -5.068
N  -2.077  -0.433  -4.392
H  -4.368  -1.264  -2.830
H  -5.760  -0.735  -0.785
H  -4.248  1.101  0.608
H  0.949  0.702  -4.343
H  -0.748  -0.607  -6.077
H  -2.901  -0.862  -4.770

Atomic partial charges in e from the Mulliken method, atoms 1 to 2: 1.276 -1.431


# 3
A structure of composition C36H52BN8OS3Sr. Source: the Open Molecules 2025 dataset; level of theory: ωB97M-V with the def2-TZVPD basis set.

The charge is -1. As for the HOMO-LUMO gap: 5.9 eV. Its energy above the lowest of the compared OMol25 structures with the same formula, charge and spin is 242.37 kJ/mol. For the LUMO energy, the calculation gives 2.22 eV.

Positions of all 102 atoms, in Å:
Sr  0.338  0.118  0.569
C  0.421  3.541  0.254
N  0.826  2.499  1.203
C  2.118  1.909  0.722
C  2.824  0.724  1.509
N  2.553  -0.678  1.208
C  2.932  -1.054  -0.133
C  2.801  -1.665  2.226
C  4.091  -1.743  2.747
C  4.418  -2.664  3.724
C  3.417  -3.525  4.172
C  2.141  -3.455  3.653
C  1.768  -2.523  2.658
S  0.134  -2.507  2.057
C  1.017  2.883  2.590
C  1.967  3.861  2.890
C  2.365  4.145  4.177
C  1.802  3.391  5.206
C  0.875  2.418  4.920
C  0.423  2.104  3.612
S  -0.711  0.833  3.315
H  1.009  4.464  0.337
H  -0.635  3.774  0.367
H  0.573  3.149  -0.757
H  2.878  2.694  0.712
H  1.949  1.629  -0.322
H  2.622  0.898  2.568
H  3.887  0.927  1.304
H  4.025  -1.014  -0.276
H  2.477  -0.351  -0.836
H  2.580  -2.046  -0.406
H  4.845  -1.058  2.371
H  5.421  -2.711  4.128
H  3.639  -4.256  4.941
H  1.367  -4.121  4.012
H  2.401  4.424  2.068
H  3.098  4.917  4.372
H  2.097  3.559  6.235
H  0.451  1.828  5.724
C  -3.881  0.898  2.228
C  -3.754  2.136  1.331
C  -2.836  3.220  1.903
C  -3.397  1.800  -0.094
C  -4.134  2.267  -1.194
C  -3.514  1.715  -2.287
N  -2.476  0.979  -1.855
N  -2.391  1.013  -0.498
B  -1.605  0.209  -2.862
N  -1.424  -1.288  -2.589
C  -1.712  -2.195  -3.539
C  -1.444  -3.446  -3.040
C  -0.978  -3.210  -1.733
N  -0.976  -1.902  -1.460
C  -0.580  -4.272  -0.744
C  0.938  -4.439  -0.686
C  -1.228  -5.618  -1.070
N  -0.258  0.926  -3.168
C  -0.018  1.571  -4.319
C  1.301  1.974  -4.326
C  1.809  1.507  -3.107
N  0.856  0.880  -2.409
C  3.230  1.675  -2.645
C  4.190  0.951  -3.590
C  3.597  3.155  -2.509
H  -3.702  1.160  3.270
H  -4.880  0.464  2.145
H  -3.168  0.125  1.955
H  -4.747  2.595  1.253
H  -1.827  2.838  2.039
H  -2.822  4.093  1.243
H  -3.198  3.538  2.883
H  -5.003  2.903  -1.172
H  -3.742  1.781  -3.337
H  -2.212  0.278  -3.903
H  -2.097  -1.885  -4.495
H  -1.572  -4.392  -3.536
H  -0.919  -3.950  0.241
H  1.347  -4.625  -1.683
H  1.387  -3.547  -0.257
H  1.203  -5.276  -0.035
H  -0.840  -6.034  -2.004
H  -1.009  -6.330  -0.274
H  -2.313  -5.540  -1.161
H  -0.794  1.685  -5.055
H  1.822  2.509  -5.102
H  3.334  1.212  -1.665
H  4.145  1.388  -4.589
H  5.220  1.030  -3.232
H  3.930  -0.105  -3.671
H  3.777  3.599  -3.491
H  2.794  3.718  -2.031
H  4.506  3.278  -1.916
C  -5.743  -1.057  -0.571
S  -4.133  -1.861  -0.712
C  -4.776  -3.422  -1.350
O  -3.696  -2.141  0.680
H  -6.246  -1.070  -1.538
H  -5.559  -0.029  -0.268
H  -6.323  -1.583  0.188
H  -5.427  -3.238  -2.205
H  -5.313  -3.917  -0.540
H  -3.921  -4.014  -1.664

Atomic partial charges in e from the Mulliken method, atoms 1 to 2: 1.374 -0.785


# 4
A cluster of 4 separate species, C36H52FNO8S4 in total. Source: the Open Molecules 2025 dataset; level of theory: ωB97M-V with the def2-TZVPD basis set.

The structure (SMILES) is C#Cc1c(CCCCCCCCC)cc2c(c1COO)Sc1c(F)cccc1N2.O=S1(=O)CCCC1.O=S1(=O)CCCC1.O=S1(=O)CCCC1. As for the HOMO-LUMO gap: 7.4 eV. For the LUMO energy, the calculation gives -0.52 eV.

Positions of all 102 atoms, in Å:
C  3.414  -0.662  3.354
C  3.719  -1.021  2.007
C  3.503  -1.152  0.356
C  3.019  -2.659  -0.161
C  2.777  -3.953  0.822
C  1.228  -4.486  0.894
C  0.679  -5.217  -0.467
C  -0.425  -4.213  -1.147
C  -0.555  -4.327  -2.777
C  -1.850  -3.360  -3.204
C  -1.491  -1.744  -3.075
C  -2.823  -1.003  -2.430
C  -2.606  -0.961  -0.783
C  2.805  -2.887  -1.771
C  3.050  -1.647  -2.858
C  3.537  -0.175  -2.286
C  3.778  0.122  -0.692
C  4.301  1.523  -0.021
O  3.803  2.749  -0.662
O  2.504  2.769  -0.760
S  3.850  1.162  -3.574
C  4.416  0.185  -5.101
C  5.462  0.811  -6.207
F  5.988  2.210  -6.082
C  5.933  -0.091  -7.533
C  5.365  -1.645  -7.699
C  4.326  -2.213  -6.559
C  3.794  -1.334  -5.248
N  2.800  -1.985  -4.312
H  3.127  -0.503  4.498
H  3.122  -3.756  1.945
H  3.469  -4.840  0.440
H  0.461  -3.623  1.191
H  1.163  -5.283  1.779
H  0.082  -6.186  -0.107
H  1.511  -5.607  -1.192
H  -0.193  -3.109  -0.830
H  -1.475  -4.495  -0.675
H  0.444  -3.885  -3.257
H  -0.764  -5.419  -3.148
H  -2.667  -3.560  -2.358
H  -2.320  -3.658  -4.234
H  -0.607  -1.554  -2.301
H  -1.159  -1.257  -4.088
H  -2.997  0.082  -2.889
H  -3.781  -1.667  -2.618
H  -1.693  -0.297  -0.453
H  -2.371  -2.077  -0.437
H  -3.559  -0.542  -0.212
H  2.494  -3.935  -2.188
H  4.006  1.613  1.133
H  5.493  1.461  -0.015
H  2.222  3.531  -0.139
H  6.654  0.320  -8.372
H  5.669  -2.365  -8.590
H  3.926  -3.308  -6.691
H  1.861  -1.601  -4.580
C  -2.413  1.811  2.528
C  -3.148  2.963  3.212
C  -4.626  2.846  2.844
S  -4.931  1.112  2.543
O  -5.263  0.938  1.145
O  -5.757  0.581  3.609
C  -3.252  0.570  2.796
H  -1.394  1.697  2.909
H  -2.353  1.999  1.450
H  -3.030  2.877  4.299
H  -2.743  3.935  2.914
H  -5.271  3.193  3.656
H  -4.855  3.394  1.926
H  -3.021  -0.257  2.123
H  -3.157  0.248  3.837
C  -11.083  -0.557  3.327
C  -9.585  -0.854  3.274
C  -8.956  0.135  2.295
S  -9.987  1.594  2.325
O  -10.611  1.743  1.027
O  -9.267  2.674  2.969
C  -11.199  0.954  3.464
H  -11.571  -1.074  4.158
H  -11.558  -0.887  2.396
H  -9.150  -0.713  4.271
H  -9.388  -1.887  2.973
H  -7.939  0.404  2.592
H  -8.954  -0.258  1.275
H  -12.190  1.334  3.208
H  -10.919  1.281  4.470
C  7.793  5.666  1.418
C  8.454  4.291  1.331
C  8.033  3.501  2.568
S  6.438  4.144  3.053
O  6.574  4.790  4.341
O  5.422  3.145  2.790
C  6.343  5.403  1.796
H  7.869  6.214  0.474
H  8.283  6.263  2.196
H  8.106  3.776  0.428
H  9.544  4.370  1.264
H  7.944  2.433  2.353
H  8.728  3.657  3.399
H  5.835  6.286  2.189
H  5.784  4.991  0.951

Atomic partial charges in e from the Mulliken method, atoms 1 to 2: -0.402 -0.831


# 5
A cluster of 8 separate species, C36H52N4O4 in total. Source: the Open Molecules 2025 dataset; level of theory: ωB97M-V with the def2-TZVPD basis set.

The charge is +1. As for the HOMO-LUMO gap (spin up / spin down): 8.7 / 2.3 eV. For the LUMO energy (spin up / spin down), the calculation gives -2.55 / -8.97 eV. The spin multiplicity is 2.

Positions of all 96 atoms, in Å:
C  -1.855  -6.947  0.239
C  -0.528  -6.527  -0.292
C  0.231  -6.011  1.017
O  -0.501  -6.640  2.048
C  -1.870  -6.837  1.720
H  -2.082  -7.987  0.004
H  -2.646  -6.275  -0.092
H  -0.562  -5.704  -1.007
H  0.028  -7.356  -0.730
H  0.262  -4.922  1.011
H  1.271  -6.336  1.027
H  -2.507  -6.020  2.059
H  -2.272  -7.650  2.324
C  2.355  3.237  4.765
C  2.578  3.240  3.246
C  3.675  2.135  3.121
O  3.830  1.514  4.427
C  2.665  1.828  5.149
H  1.347  3.475  5.103
H  3.151  3.862  5.168
H  2.927  4.185  2.830
H  1.678  2.889  2.742
H  4.542  2.718  2.810
H  3.397  1.407  2.359
H  2.977  1.724  6.188
H  1.918  1.038  5.065
C  -1.407  1.771  4.370
C  -1.387  3.200  3.834
C  -1.562  3.968  5.133
O  -2.520  3.156  5.852
C  -2.245  1.790  5.585
H  -0.393  1.413  4.546
H  -1.810  1.087  3.624
H  -2.328  3.379  3.312
H  -0.545  3.555  3.241
H  -1.832  5.020  5.220
H  -0.737  3.950  5.846
H  -3.196  1.284  5.420
H  -1.786  1.248  6.411
C  0.948  -1.637  -7.137
C  0.313  -1.436  -5.790
C  0.666  -2.672  -5.014
O  1.907  -3.059  -5.637
C  1.697  -2.953  -7.066
H  1.678  -0.833  -7.236
H  0.280  -1.417  -7.969
H  -0.767  -1.305  -5.857
H  0.663  -0.582  -5.211
H  -0.003  -3.528  -5.099
H  0.758  -2.455  -3.950
H  1.050  -3.766  -7.395
H  2.589  -2.958  -7.693
N  4.076  4.066  0.232
C  3.575  3.183  -0.655
C  3.113  3.614  -1.967
C  3.128  4.968  -2.280
C  3.481  5.869  -1.283
C  4.006  5.386  -0.067
H  3.589  2.107  -0.561
H  2.935  2.891  -2.749
H  2.868  5.314  -3.270
H  3.433  6.945  -1.352
H  4.258  6.002  0.784
N  -3.207  3.870  -1.542
C  -1.965  4.396  -1.851
C  -0.791  3.959  -1.270
C  -0.883  2.901  -0.383
C  -2.136  2.272  -0.043
C  -3.257  2.714  -0.745
H  -2.012  5.219  -2.548
H  0.089  4.479  -1.619
H  -0.078  2.314  0.035
H  -2.155  1.487  0.698
H  -4.206  2.255  -0.510
N  -0.207  -1.365  1.911
C  -0.719  -1.818  0.713
C  -0.219  -1.513  -0.509
C  0.837  -0.645  -0.713
C  1.314  -0.031  0.492
C  0.747  -0.371  1.774
H  -1.360  -2.686  0.742
H  -0.670  -1.960  -1.383
H  1.181  -0.353  -1.694
H  2.158  0.641  0.475
H  1.082  -0.015  2.737
N  -3.842  -1.290  -2.398
C  -3.191  -1.836  -3.440
C  -2.720  -3.152  -3.414
C  -2.906  -3.833  -2.252
C  -3.521  -3.263  -1.127
C  -4.063  -1.991  -1.260
H  -2.821  -1.149  -4.186
H  -2.094  -3.508  -4.219
H  -2.508  -4.823  -2.086
H  -3.655  -3.973  -0.324
H  -4.726  -1.538  -0.538

Atomic partial charges in e from the Mulliken method, atoms 1 to 2: -0.120 -0.309


no.,M (g/mol)
1,558.807
2,794.954
3,807.500
4,774.077
5,604.836